This record from OMol25 describes a structure of composition C24H45ClF4IN2O6PS3 at a distorted geometry. The level of theory is the ωB97M-V functional and the def2-TZVPD basis.

Output
**Spin multiplicity**: 1
**Highest occupied orbital energy**: -8.750 eV
**HOMO-LUMO gap**: 0.3314 hartree
**Max |F|**: 1.72 eV Å⁻¹
**Electronic energy**: -114166.0889 eV

Geometry as XYZ:
```
87
Properties=species:S:1:pos:R:3:forces:R:3
C -6.97416 0.84565 -2.91712 0.44 0.46 -0.19
C -7.05558 2.14867 -2.12738 -0.57 -0.32 0.25
O -6.16967 2.17342 -1.02564 0.14 0.08 -0.14
C -4.82951 2.43398 -1.40287 0.14 -0.02 -0.02
C -3.91459 2.05443 -0.24345 -0.47 0.20 -0.11
O -3.07054 0.98324 -0.62642 0.35 -0.21 0.30
C -1.71695 1.22442 -0.29170 -0.70 0.84 0.05
C -0.86128 0.06887 -0.79166 -1.19 -0.08 0.30
C -1.57845 -1.27657 -0.41065 -0.33 0.03 0.05
C -2.18657 -2.15613 -1.50651 -0.09 -1.00 0.55
C -2.53833 -3.52883 -0.87072 -0.54 0.53 -0.20
I -4.03466 -1.49524 -2.38538 0.17 0.08 -0.26
O -1.09706 0.06021 -2.23738 1.03 -0.04 -0.02
S -0.69145 1.23004 -3.18273 -0.61 0.75 -1.43
O -0.68420 0.67313 -4.50099 0.30 -0.51 0.45
O -1.49648 2.40537 -3.03535 0.12 -0.25 0.94
C 1.04998 1.58485 -2.70275 -0.02 0.71 -0.83
N 1.86846 0.69253 -3.48359 0.18 -0.42 1.01
S 1.13325 3.25206 -3.53230 -0.49 0.40 -0.11
C 1.41182 1.45118 -1.13718 0.65 -0.48 -0.01
P 3.32328 1.14239 -1.33172 0.58 0.59 -0.84
S 4.39102 2.43219 -2.33040 -0.11 0.05 -0.09
C 1.35928 2.75725 -0.27418 0.51 1.06 0.53
F 1.65540 3.87765 -0.95963 0.05 -0.21 -0.19
F 0.13493 3.00367 0.25077 -0.23 -0.30 -0.10
C 2.35925 2.84462 0.96710 -0.26 -0.05 0.37
F 3.45852 3.54877 0.64405 -0.16 -0.14 -0.03
F 1.72052 3.50746 1.97535 0.18 -0.08 -0.27
C 0.67909 0.17750 -0.40094 0.33 -0.41 -0.32
C 1.36133 -1.18524 -0.72696 -0.06 -0.43 -0.25
C 1.21451 -2.00147 -2.03436 0.58 -1.32 -0.59
C 0.74189 -3.45175 -1.71374 -0.34 0.41 0.10
C 2.57345 -2.24863 -2.74014 -0.07 0.42 0.58
C 0.87209 0.29664 1.17116 -0.64 -0.18 0.72
Cl -0.54961 -0.35225 2.17286 0.09 0.01 -0.12
C 2.01184 -0.43864 1.93276 0.27 -0.24 0.19
C 3.51503 -0.38073 1.68674 0.65 0.04 0.10
H -6.16707 0.89357 -3.64793 0.05 -0.15 -0.06
H -7.90020 0.66539 -3.45731 -0.08 -0.07 0.00
H -6.76213 0.03123 -2.22938 -0.18 -0.14 0.04
H -6.92412 3.02562 -2.76661 0.14 0.06 -0.07
H -8.05324 2.21931 -1.69431 -0.02 0.10 0.10
H -4.71463 3.48630 -1.68087 -0.05 0.10 0.04
H -4.52767 1.83741 -2.26547 -0.02 -0.09 -0.05
H -4.56626 1.75989 0.58200 0.07 -0.19 0.10
H -3.34037 2.91427 0.10441 0.21 0.02 -0.12
H -1.64043 1.41582 0.77449 0.24 -0.29 0.14
H -1.45634 2.15347 -0.78631 0.29 -0.07 -0.10
H -2.39419 -1.04623 0.27072 -0.03 0.19 -0.01
H -0.95873 -1.94024 0.17835 0.38 0.09 -0.14
H -1.52621 -2.36995 -2.33556 0.06 0.46 -0.13
H -2.57487 -4.27906 -1.65588 0.16 -0.21 0.08
H -1.86058 -3.80109 -0.06556 0.23 -0.18 -0.13
H -3.53839 -3.49453 -0.44413 -0.01 0.00 0.18
H 2.50397 1.16133 -4.10240 -0.08 0.01 -0.29
H 1.37380 -0.07573 -3.90759 -0.09 0.16 -0.25
H 2.38851 3.21281 -3.99585 0.15 -0.33 0.36
H 3.51565 -0.13289 -1.84049 -0.22 -0.13 0.42
H 3.87138 1.08163 -0.05308 -0.46 -0.01 -0.04
H 2.66019 1.88139 1.36561 0.10 0.15 -0.08
H 2.42684 -1.15483 -0.51550 -0.08 0.35 0.03
H 1.01757 -1.86466 0.04978 -0.20 0.11 0.11
H 0.53104 -1.64923 -2.80226 -0.21 0.58 0.37
H 0.13852 -3.82478 -2.53953 0.12 -0.23 -0.08
H 1.58689 -4.11895 -1.56413 0.09 -0.06 0.04
H 0.12106 -3.50709 -0.82386 -0.03 0.01 0.03
H 2.48504 -3.08242 -3.42905 0.02 0.01 -0.21
H 3.28834 -2.53335 -1.96442 0.15 -0.17 -0.08
H 2.97594 -1.37655 -3.24787 -0.03 -0.09 -0.16
H 0.78409 1.31276 1.52311 0.13 0.07 -0.30
H 1.89132 -0.11320 2.96585 -0.09 0.15 0.03
H 1.75181 -1.49280 2.00292 -0.09 -0.05 -0.26
H 3.96212 -1.09298 2.37483 -0.09 -0.14 0.18
H 3.98262 0.56955 1.95380 -0.11 0.12 -0.04
H 3.89922 -0.65084 0.70655 -0.28 -0.18 -0.01
C 3.90601 -1.41956 5.54109 0.10 0.00 -0.03
O 3.70874 -2.04886 4.51663 -0.05 0.01 -0.06
N 2.98235 -1.21157 6.49259 -0.05 0.08 0.14
C 3.26766 -0.45453 7.69594 -0.16 -0.10 -0.08
C 1.65190 -1.76848 6.30116 0.12 -0.02 -0.11
H 4.88125 -0.95950 5.77199 -0.01 -0.01 0.01
H 3.11558 -1.07853 8.57830 0.03 0.05 0.04
H 2.60861 0.41306 7.76031 0.04 0.03 0.06
H 4.29953 -0.11101 7.68298 0.02 -0.01 -0.03
H 1.71061 -2.85245 6.20305 -0.05 0.00 -0.01
H 1.20483 -1.36977 5.38952 -0.05 -0.03 0.01
H 1.02657 -1.51387 7.15243 0.02 0.03 0.03
```
Positions in Å, forces in eV/Å.

Atomic partial charges in e from the Mulliken method, atoms 1 to 2:
1. C -0.90
2. C -0.33

---

This record from OMol25 describes a structure of composition C24H45F4ILiN2SbSi. The level of theory is the ωB97M-V functional and the def2-TZVPD basis.

Output
**Spin multiplicity**: 1
**Net charge**: -2
**Highest occupied orbital energy**: -1.059 eV
**HOMO-LUMO gap**: 0.2096 hartree
**Max |F|**: 0.63 eV Å⁻¹
**Electronic energy**: -62191.1683 eV

Geometry as XYZ:
```
79
Properties=species:S:1:pos:R:3:forces:R:3
Li -0.42945 -0.04941 0.11982 0.02 0.28 0.07
C -4.25241 1.32073 -0.86414 0.06 0.02 -0.03
C -3.28038 2.46499 -1.11780 -0.08 -0.07 0.02
N -1.88197 2.02957 -1.15543 0.06 -0.04 0.00
C -1.34009 2.05509 -2.51146 -0.04 -0.06 -0.08
C -2.09033 1.16919 -3.49260 -0.14 0.09 0.07
C -1.03433 2.83366 -0.28322 -0.03 0.05 0.06
C -1.31264 2.66681 1.20435 0.16 0.03 0.00
N -0.64420 1.48259 1.71623 -0.07 -0.35 -0.17
C -0.47736 1.40676 3.02832 0.06 0.13 0.05
C 0.44432 0.45904 3.58404 -0.05 0.01 -0.07
F 1.07239 -0.37432 2.73223 0.17 -0.01 -0.11
C 0.74148 0.36011 4.91403 -0.02 0.07 0.06
F 1.66002 -0.55178 5.31348 -0.03 0.00 -0.05
C 0.14109 1.16089 5.87858 -0.02 -0.03 0.02
C -0.78272 2.06392 5.39275 0.06 0.01 -0.01
F -1.44179 2.85671 6.27845 0.00 0.01 -0.02
C -1.08144 2.20223 4.05520 -0.06 0.01 0.08
F -2.06124 3.10632 3.75503 -0.01 -0.05 0.00
H -5.26775 1.70321 -0.71973 -0.01 -0.01 -0.02
H -3.94989 0.77372 0.02979 -0.02 -0.01 0.01
H -4.25424 0.60783 -1.68859 0.02 -0.04 0.04
H -3.40461 3.21376 -0.33206 0.04 0.01 0.03
H -3.53357 2.97447 -2.05906 0.00 0.02 0.02
H -0.30447 1.71475 -2.44928 -0.10 0.04 0.02
H -1.33018 3.09765 -2.88984 0.05 0.02 0.00
H -3.08762 1.55700 -3.71778 -0.01 -0.01 0.03
H -1.53169 1.11052 -4.42893 -0.13 0.03 0.04
H -2.19023 0.16213 -3.08622 -0.05 -0.01 -0.03
H -1.11750 3.90656 -0.54621 -0.01 0.00 -0.05
H 0.00121 2.52651 -0.45487 0.01 0.08 -0.03
H -2.39275 2.65526 1.39658 0.00 0.06 -0.07
H -0.92079 3.57393 1.68729 -0.05 -0.02 0.05
H 0.35984 1.06364 6.93019 0.00 0.01 -0.01
C -1.07905 -2.44167 4.07040 0.05 0.12 0.02
Sb -1.54072 -2.20714 1.94179 -0.24 -0.34 0.47
C -1.94662 -4.32467 1.79884 0.12 -0.04 -0.03
C -3.57980 -1.71211 2.44036 -0.03 0.11 -0.04
H -1.74296 -3.17990 4.52586 -0.03 -0.01 -0.07
H -1.20658 -1.48796 4.58806 0.01 -0.06 -0.03
H -0.04366 -2.76308 4.20180 -0.01 0.02 0.00
H -2.26758 -4.69356 2.77538 0.00 0.05 0.01
H -1.04268 -4.85512 1.49435 -0.03 0.00 -0.02
H -2.71880 -4.50030 1.05346 0.03 0.06 -0.04
H -3.97671 -2.47428 3.11370 0.02 0.00 0.00
H -4.19582 -1.65756 1.54339 0.07 -0.02 -0.03
H -3.59173 -0.74501 2.94824 0.00 -0.02 -0.02
I -2.47552 -2.54229 -1.40031 -0.16 0.08 -0.22
C 2.34693 1.66851 -2.20616 -0.07 0.04 0.03
Si 1.72571 -0.06220 -1.55368 0.17 0.00 0.00
C 1.76018 -1.07326 -3.25083 -0.05 -0.07 -0.03
C 1.74250 -2.57938 -2.97383 -0.02 0.05 0.05
C 2.91106 -0.75174 -4.20814 -0.04 0.02 0.05
C 0.44936 -0.72450 -3.96690 0.12 -0.02 0.11
C 3.31012 -0.59677 -0.49774 0.06 -0.08 -0.02
C 3.57693 0.56549 0.46731 0.03 -0.05 -0.07
C 2.97472 -1.84897 0.32336 0.01 0.10 0.02
C 4.60841 -0.86375 -1.26222 -0.06 0.01 0.01
H 3.39574 1.68679 -2.52950 -0.02 -0.03 0.00
H 2.22822 2.42125 -1.41927 0.03 0.02 -0.05
H 1.73481 1.99972 -3.05400 0.08 0.00 0.01
H 2.68215 -2.92107 -2.52997 0.00 -0.01 -0.02
H 1.58950 -3.14425 -3.90683 0.00 0.01 0.02
H 0.92721 -2.83948 -2.29120 0.02 -0.02 -0.03
H 3.88633 -0.98156 -3.77784 0.00 -0.01 -0.04
H 2.91050 0.30667 -4.48451 0.02 -0.02 -0.01
H 2.80789 -1.33733 -5.13602 0.00 0.01 0.00
H -0.41325 -0.99491 -3.35233 0.09 -0.03 -0.07
H 0.37100 -1.26741 -4.92214 0.00 0.01 0.00
H 0.38712 0.34820 -4.18515 0.10 -0.14 -0.02
H 2.66509 0.87981 0.97472 -0.12 0.03 0.11
H 3.97534 1.43294 -0.06779 0.01 -0.03 0.04
H 4.30860 0.27349 1.23551 0.00 0.00 -0.01
H 2.04238 -1.72045 0.87727 0.02 0.00 0.02
H 3.77156 -2.06396 1.05271 0.00 -0.01 -0.02
H 2.85693 -2.72839 -0.31497 -0.01 0.01 0.01
H 4.88221 -0.01703 -1.89952 0.02 -0.02 0.01
H 4.52831 -1.75081 -1.89532 0.02 0.01 0.01
H 5.44001 -1.03501 -0.55945 0.00 0.00 -0.01
```
Positions in Å, forces in eV/Å.

Atomic partial charges in e from the Mulliken method, atoms 1 to 2:
1. Li 0.62
2. C -0.97